## i
C7H14N3O | ωB97M-V with the def2-TZVPD basis set

Calculated values
LUMO level = -5.20 eV
E_HOMO = -0.502 Ha
Gap between HOMO and LUMO = 0.3114 Eh
Total charge = +1

Last column: Löwdin charge in e.
CARTESIAN COORDINATES (ANGSTROEM)
H1 0.67 0.55 2.13  0.110
H2 -2.63 -1.43 -0.94  0.118
H3 -1.55 0.90 0.67  0.174
H4 -5.74 0.37 -0.80  0.135
C1 2.40 -0.62 -0.07  -0.079
H5 0.56 1.95 1.04  0.066
H6 -5.00 -0.88 -1.41  0.099
C2 -3.82 0.11 0.08  -0.545
C3 -1.47 -0.19 0.31  -0.100
N1 -0.10 -2.01 0.41  0.272
H7 0.08 0.78 -1.73  0.066
H8 2.30 -1.62 -0.73  0.150
O1 -3.74 1.01 0.86  0.093
C4 1.32 0.36 -0.09  -0.309
H9 3.37 -0.11 -0.29  0.129
H10 1.77 0.84 -2.07  0.108
N2 -0.30 -0.83 0.13  -0.070
H11 0.84 -2.12 0.18  0.012
N3 -4.92 -0.23 -0.66  0.181
H12 2.59 -1.01 1.01  0.135
C5 0.99 1.13 -1.35  -0.003
C6 -2.61 -0.72 -0.15  0.072
C7 1.11 1.08 1.29  -0.009
H13 0.92 2.22 -1.19  0.113
H14 2.09 1.29 1.59  0.082

## ii
C7H14N3O | ωB97M-V with the def2-TZVPD basis set

Calculated values
LUMO level = -4.44 eV
E_HOMO = -0.471 Ha
Gap between HOMO and LUMO = 0.3076 Eh
Total charge = +1

Last column: Löwdin charge in e.
CARTESIAN COORDINATES (ANGSTROEM)
C1 1.51 -1.05 2.46  -0.054
C2 -1.09 0.08 -2.69  0.013
N1 1.17 -0.94 1.06  -0.219
H1 1.71 -0.01 2.75  0.110
H2 -0.58 2.74 -1.56  0.086
H3 0.82 -1.70 3.05  0.117
H4 -1.65 0.63 -3.40  0.104
C3 0.00 -0.51 0.58  -0.056
H5 0.78 1.56 -1.21  0.106
O1 -3.10 0.95 1.39  0.210
C4 -1.22 0.68 -1.37  -0.250
N2 -0.95 0.06 1.38  0.102
H6 2.47 -2.31 0.11  0.097
H7 2.16 -0.78 -0.88  0.098
H8 3.18 -0.70 0.56  0.096
H9 -0.98 0.37 2.42  0.209
N3 -2.20 0.38 -0.51  0.170
C5 2.31 -1.23 0.14  -0.026
C6 -0.30 1.84 -1.11  0.002
H10 -0.12 1.94 0.01  0.108
H11 -2.88 -0.17 -0.98  0.177
H12 2.47 -1.52 2.58  0.083
H13 -1.27 -1.06 -2.74  0.147
H14 -0.06 0.29 -2.89  0.088
C7 -2.18 0.48 0.85  -0.517

Which structure above is the least stable one? i is the least stable one.